Density functional theory data (ωB97M-V/def2-TZVPD) for a structure of composition C39H46BF4N10Re at a distorted geometry.

Last column: Mulliken spin population.
Positions of all 101 atoms, in Å:
Re 0.19 -0.95 -0.84  0.950
F -4.48 -1.86 -2.48  0.001
F -8.85 -0.01 0.17  0.000
F -6.42 0.22 1.27  0.000
F -6.94 -2.16 -3.59  0.000
N -9.74 -2.30 -4.59  -0.011
N 2.21 -0.90 -0.84  -0.017
N -11.45 -0.46 -1.23  -0.012
N 1.10 1.71 0.10  -0.011
N 2.88 -0.04 -0.02  -0.011
N 0.34 -0.96 1.21  0.030
N -3.45 0.42 2.20  -0.003
N 0.29 1.10 -0.80  0.022
N -1.75 -1.00 -0.86  -0.041
N 1.22 -0.12 1.83  0.001
C -6.56 -0.34 0.08  -0.004
C -5.58 -1.41 -1.86  0.004
C 3.13 -1.59 -1.56  0.005
C 3.15 4.22 0.46  0.006
C -2.89 -0.90 -0.63  0.005
C -6.82 -1.57 -2.42  0.000
C -0.59 0.85 -3.71  0.001
C 1.96 0.21 4.29  0.005
C -1.64 -3.56 3.14  -0.001
C 4.20 -0.18 -0.21  -0.018
C -7.80 -0.47 -0.48  0.002
C 3.31 0.87 4.06  0.001
C 1.30 4.09 2.21  0.005
C 5.27 0.57 0.50  0.000
C 4.39 -1.16 -1.19  -0.026
C 0.05 3.27 -1.08  0.016
C -1.24 -2.83 1.85  0.001
C -1.85 2.99 -3.29  0.000
C -0.24 -1.75 2.14  0.004
C -1.30 1.72 -2.65  0.005
C 2.80 -2.59 -2.62  -0.035
C 1.22 -0.39 3.15  0.049
C -9.51 -1.84 -3.57  0.003
C 0.98 1.14 5.05  0.008
C -0.36 2.03 -1.53  -0.007
C -9.27 -1.25 -2.31  -0.015
C 0.30 -1.42 3.36  0.020
C -0.68 -3.82 0.82  0.010
C -5.39 -0.78 -0.60  0.018
C 1.64 4.14 0.72  0.006
C 6.20 -0.40 1.23  -0.004
C -10.46 -0.81 -1.69  0.002
C 6.04 1.42 -0.51  -0.003
C -4.10 -0.60 -0.06  -0.011
C -3.83 -0.02 1.21  0.004
C 1.34 -3.03 -2.62  0.074
C 0.98 3.05 -0.05  0.036
C -8.00 -1.09 -1.75  0.004
C 3.21 -2.04 -3.99  -0.001
B 2.06 0.84 0.95  -0.056
H 4.26 -1.78 -4.00  0.000
H 6.57 0.80 -1.23  0.000
H 5.63 -1.06 1.88  0.000
H 0.20 1.41 -4.19  0.001
H 3.21 1.89 3.69  0.001
H -2.14 -2.37 1.43  0.001
H -0.41 -3.29 -0.11  0.000
H -2.14 1.14 -2.24  -0.001
H 1.21 5.07 0.32  -0.001
H 1.45 1.48 5.96  0.001
H 5.38 2.09 -1.05  0.001
H 2.63 -1.15 -4.24  0.000
H 0.06 -1.87 4.31  -0.001
H 6.79 2.01 0.01  0.000
H 1.69 3.18 2.67  -0.001
H -1.06 3.58 -3.74  0.000
H -0.27 4.23 -1.44  0.000
H 0.23 4.12 2.35  0.000
H -1.42 -4.57 0.57  0.001
H -2.08 -2.86 3.84  0.000
H 3.35 4.21 -0.61  0.000
H 3.69 3.40 0.93  -0.001
H 2.75 1.51 1.60  0.000
H 3.42 -3.48 -2.43  -0.002
H 0.73 2.00 4.44  -0.001
H 3.04 -2.78 -4.76  0.000
H 6.76 -1.00 0.53  0.000
H 4.81 1.24 1.24  0.000
H 2.13 -0.64 4.97  0.005
H -2.56 2.73 -4.07  0.000
H 0.07 0.61 5.30  -0.001
H 6.90 0.17 1.84  0.000
H -2.36 3.60 -2.55  0.000
H 3.84 0.94 5.01  0.000
H 0.65 -2.17 -2.78  -0.011
H 3.92 0.28 3.38  0.000
H 1.16 -3.70 -3.46  0.008
H -2.37 -4.32 2.92  0.000
H 3.53 5.15 0.87  0.000
H -0.77 -4.03 3.60  0.000
H 0.21 -4.33 1.21  0.001
H 1.10 -3.59 -1.71  -0.008
H 1.75 4.94 2.71  0.000
H 5.32 -1.50 -1.58  0.001
H -1.30 0.53 -4.46  0.001
H -0.16 -0.05 -3.24  0.002

Gap between HOMO and LUMO (alpha / beta) (eV): 5.0 / 5.4
Molecular weight (u): 927.9
Multiplicity: 2
Net charge: +3

Density functional theory data (ωB97M-V/def2-TZVPD) for a structure of composition C31H35ClMoN2Si2 at a distorted geometry.

Last column: Mulliken spin population.
Positions of all 72 atoms, in Å:
Mo -0.86 -0.81 2.37  1.058
Cl 2.41 0.76 2.59  0.035
Si 2.70 1.61 -0.87  0.117
Si -0.55 -1.09 -0.86  -0.007
N 0.50 -1.47 3.90  0.016
N -0.49 1.06 3.54  -0.010
C -2.35 -2.46 2.21  -0.049
C -0.57 3.87 0.26  -0.001
C -1.70 2.22 -3.06  0.009
C -0.49 0.55 -1.82  -0.083
C -0.73 2.22 -4.07  0.000
C -1.57 1.43 -1.91  0.016
C 0.68 -2.98 -2.82  -0.017
C -3.01 -0.31 2.83  -0.003
C -0.67 4.83 -0.74  0.006
C -1.09 -2.31 -4.88  0.004
C 0.88 -3.48 -4.12  0.000
C 0.97 -0.60 0.23  0.035
C 0.55 0.65 -2.75  0.121
C 3.28 -1.07 -0.42  -0.072
C 0.44 1.48 -3.87  -0.021
C 1.83 -2.91 0.26  -0.051
C 1.49 4.13 -1.58  0.018
C -1.31 -1.88 -3.56  0.003
C 0.32 0.78 4.79  0.002
C -2.51 -0.98 3.98  -0.043
C -0.41 -2.16 -2.52  0.030
C 3.08 -2.41 -0.07  0.185
C 0.74 -2.03 0.48  0.184
C -2.89 -1.22 1.73  0.053
C 1.51 3.04 -0.67  0.036
C 0.40 4.99 -1.63  -0.001
C 0.28 -0.69 5.15  -0.002
C 0.58 3.08 0.38  0.020
C 0.00 -3.13 -5.16  -0.003
C -2.10 -2.31 3.60  0.003
C 2.24 -0.14 -0.39  0.277
H -1.92 -1.12 -0.36  0.011
H 1.74 -4.12 -4.33  0.001
H 0.68 0.12 1.02  0.074
H -2.22 -3.37 1.63  -0.005
H 0.06 1.67 2.92  -0.005
H 2.31 4.26 -2.28  0.002
H -1.31 1.61 3.79  0.001
H 1.68 -3.99 0.37  0.001
H -2.59 -0.62 5.00  -0.002
H 0.16 -3.50 -6.18  0.000
H 1.04 -0.94 5.90  0.000
H -0.87 2.77 -5.00  0.000
H -2.57 2.86 -3.18  0.001
H -1.82 -3.12 4.27  0.001
H -0.02 1.41 5.62  0.001
H 4.06 1.98 -0.75  0.021
H -1.39 3.74 0.96  0.000
H 0.54 -2.48 4.09  0.000
H 1.35 1.05 4.50  0.002
H -2.17 -1.23 -3.39  0.000
H -3.44 0.69 2.78  0.007
H 3.92 -3.09 -0.08  0.004
H 0.36 5.79 -2.38  0.000
H -2.30 1.46 -1.10  0.006
H 1.43 -0.01 -2.66  0.045
H 4.30 -0.76 -0.69  0.000
H 1.41 -3.19 -2.04  0.003
H 1.42 -1.21 3.51  -0.007
H -1.77 -1.99 -5.68  0.001
H 0.76 2.46 1.26  0.001
H 1.27 1.54 -4.59  -0.002
H -0.15 -2.48 1.05  -0.038
H -1.54 5.50 -0.81  0.000
H -3.25 -1.02 0.73  0.011
H -0.71 -0.92 5.57  -0.001

Gap between HOMO and LUMO (alpha / beta) (eV): 5.0 / 6.1
Molecular weight (u): 623.2
Multiplicity: 3
Net charge: +2
Energy relative to the best compared isomer or geometry (same formula, charge and spin) (kJ/mol): 385.52

Density functional theory data (ωB97M-V/def2-TZVPD) for a structure of composition C18H26BBrN10SZr at a distorted geometry.

Last column: natural (NBO) charge in e.
Positions of all 58 atoms, in Å:
Zr 0.55 0.63 -1.46  2.062
Br -0.85 0.58 -3.76  -0.300
S 2.36 2.66 -1.86  0.257
N 2.04 0.20 0.15  -0.838
N -3.96 -1.69 2.06  0.038
N -1.77 -1.07 -0.23  -0.386
N 0.27 -0.75 2.25  -0.369
N -1.83 1.15 0.80  -0.343
N 2.26 -0.33 -2.60  -0.761
N -3.57 -0.57 1.37  -0.404
N -1.13 -0.82 2.35  -0.397
N -0.40 -1.12 -0.71  -0.532
N -0.76 1.76 -0.04  -0.565
C 3.41 2.25 -0.39  -0.518
C 2.70 1.46 0.66  -0.249
C 0.79 -1.15 3.41  0.005
C -5.31 -1.83 1.73  -0.018
C -5.74 -0.81 0.90  -0.220
C -4.60 -0.03 0.62  0.243
C -1.70 3.37 1.25  -0.294
C 3.13 1.96 -3.37  -0.537
C -1.47 -3.01 -1.32  -0.273
C -0.21 -2.32 -1.32  0.065
C 3.39 -0.79 -1.72  -0.255
C 2.69 0.56 -3.76  -0.250
C -1.44 -1.38 3.61  -0.001
C -2.38 -2.24 -0.58  0.089
C -0.71 3.07 0.36  0.042
C 2.97 -0.91 -0.26  -0.248
C -0.24 -1.60 4.31  -0.297
C -2.39 2.14 1.49  0.105
B -2.03 -0.38 1.07  0.947
H 0.71 -2.70 -1.77  0.259
H -3.20 1.91 2.11  0.242
H 3.92 -0.93 0.31  0.255
H 1.75 0.55 -4.36  0.263
H -5.88 -2.70 2.07  0.286
H -6.72 -0.72 0.49  0.293
H -4.42 0.75 -0.14  0.277
H 3.49 0.04 -4.34  0.259
H 0.00 3.76 -0.12  0.257
H 4.22 2.08 -3.22  0.273
H -2.35 -1.83 3.86  0.242
H 0.02 -1.98 5.25  0.266
H -3.36 -2.55 -0.21  0.255
H 1.87 -0.96 3.49  0.229
H -1.90 4.36 1.70  0.291
H 1.88 -1.12 -3.06  0.420
H 1.36 -0.19 0.90  0.498
H -1.70 -3.87 -1.88  0.277
H 3.51 3.27 0.01  0.286
H 3.76 -1.79 -2.03  0.258
H 4.34 1.72 -0.62  0.258
H 2.75 2.63 -4.19  0.301
H 4.21 -0.08 -1.81  0.222
H 3.43 1.30 1.44  0.253
H 1.87 1.98 1.18  0.238
H 2.37 -1.88 -0.06  0.238

Gap between HOMO and LUMO (alpha / beta) (eV): 6.7 / 4.1
Molecular weight (u): 596.5
Multiplicity: 2
Net charge: +3
Energy relative to the best compared isomer or geometry (same formula, charge and spin) (kJ/mol): 115.57

Density functional theory data (ωB97M-V/def2-TZVPD) for the molecule C7H11P3 at a distorted geometry.

Last column: natural (NBO) charge in e.
Positions of all 21 atoms, in Å:
P -2.02 -2.48 -2.04  0.854
P 0.83 -3.33 -1.67  0.841
P -0.16 -0.58 -0.26  1.109
C 1.04 -1.85 -0.77  -1.083
C -1.65 -1.02 -1.18  -1.103
C -0.13 2.21 0.40  -0.401
C 0.34 0.61 2.40  -0.328
C 0.67 1.95 1.74  -0.484
C 0.42 1.22 -0.64  -0.669
C -0.70 -3.42 -2.45  -1.188
H 0.51 2.81 2.47  0.223
H 1.79 1.89 1.50  0.200
H 1.11 0.02 2.83  0.179
H -0.94 -4.40 -2.93  0.273
H -1.28 2.13 0.54  0.214
H -0.51 0.65 3.06  0.173
H 1.85 -1.78 -0.05  0.243
H 0.08 3.29 0.07  0.222
H -2.59 -0.60 -0.82  0.247
H -0.10 1.55 -1.58  0.250
H 1.45 1.13 -0.63  0.226

Gap between HOMO and LUMO (alpha / beta) (eV): 6.7 / 7.1
Molecular weight (u): 188.1
Energy relative to the best compared isomer or geometry (same formula, charge and spin) (kJ/mol): 0.00

Density functional theory data (ωB97M-V/def2-TZVPD) for the molecule C14H23N3O2 at a distorted geometry.

Last column: natural (NBO) charge in e.
Positions of all 42 atoms, in Å:
O -1.40 -2.48 2.13  -0.611
O 2.66 -0.34 -0.30  -0.637
N -1.38 -0.30 2.85  -0.630
N -1.07 -1.72 -3.47  -0.629
N 1.14 1.08 0.87  -0.492
C 0.69 -1.43 2.73  -0.526
C -0.49 0.65 3.29  -0.028
C 1.30 0.89 -1.74  -0.475
C -1.37 -1.83 -2.01  -0.223
C -0.13 -1.12 -1.49  -0.408
C 1.81 0.79 2.19  -0.213
C -0.24 0.54 -3.49  -0.409
C -0.19 1.62 0.91  -0.216
C 1.76 0.52 -0.32  0.720
C -0.64 1.91 2.36  -0.402
C -0.08 0.35 -2.02  -0.234
C -0.84 -1.45 2.50  0.689
C 0.92 -0.06 3.14  -0.229
C -1.25 -0.39 -4.06  -0.216
H 2.08 0.55 -2.45  0.238
H -1.63 2.11 2.37  0.211
H 2.08 1.67 2.75  0.192
H -0.13 2.80 2.76  0.205
H 0.70 -1.60 -1.96  0.196
H -0.77 0.92 4.30  0.194
H 0.90 -2.14 3.52  0.239
H 0.04 -1.20 -0.44  0.208
H -2.26 -0.49 3.38  0.418
H -1.04 -0.36 -5.08  0.195
H 1.35 1.98 -1.65  0.214
H -0.13 -2.00 -3.62  0.342
H -1.26 -2.86 -1.66  0.208
H -0.89 0.85 0.51  0.199
H 2.76 0.33 1.92  0.246
H -2.33 -1.38 -1.71  0.201
H -2.28 -0.03 -3.99  0.185
H 0.72 0.29 -4.01  0.186
H -0.84 1.02 -1.51  0.210
H 1.22 -1.72 1.86  0.252
H 1.28 -0.02 4.11  0.215
H -0.17 2.54 0.28  0.203
H -0.61 1.51 -3.77  0.213

Gap between HOMO and LUMO (eV): 8.6
Molecular weight (u): 265.4
Structure (SMILES): O=C1C[C@H]2CN(C(=O)CC3CCNCC3)CC[C@H]2N1
Energy relative to the best compared isomer or geometry (same formula, charge and spin) (kJ/mol): 196.45